Computed, not measured: 2 unconnected molecules or ions with the total composition C4H12NO2P, with the ωB97M-V functional and the def2-TZVPD basis.

Summary:
ΔE to the lowest compared entry with this formula, charge and spin = 483.3 kJ/mol
multiplicity = 1
frontier orbital gap (spin up / spin down) = 9.25 / 6.90 eV

Geometry (Å):
C: -1.881 -2.145 0.059
C: -1.671 -0.283 1.474
C: 1.137 1.927 1.087
C: 1.699 0.466 -2.567
N: -1.569 -0.759 0.122
O: 1.559 0.596 1.130
O: 1.637 0.661 -1.216
P: 1.446 -0.466 -0.143
H: -2.922 -2.364 0.040
H: -1.521 -2.439 -0.798
H: -1.405 -2.669 0.927
H: -2.126 -0.940 2.203
H: -0.660 -0.103 1.840
H: -2.106 0.717 1.420
H: 0.059 1.870 1.171
H: 1.463 2.422 0.199
H: 1.566 2.352 2.008
H: 2.622 0.830 -2.974
H: 0.870 0.965 -3.129
H: 1.806 -0.638 -2.853

Results of the Löwdin charge analysis, in e, for atoms 1 through 5:
1. C -0.19
2. C -0.20
3. C -0.15
4. C -0.20
5. N -0.11

=====

Computed, not measured: a single C5H10O molecule, with the ωB97M-V functional and the def2-TZVPD basis.

Summary:
ΔE to the lowest compared entry with this formula, charge and spin = 109.1 kJ/mol
multiplicity = 1
SMILES string = CC[C@H]1O[C@H]1C
frontier orbital gap = 11.20 eV

Geometry (Å):
C: 1.818 0.290 -0.941
C: 0.817 0.940 0.015
C: 0.238 -0.115 0.925
O: -0.928 0.175 1.680
C: -1.028 -0.795 0.636
C: -1.910 -0.436 -0.537
H: 2.597 -0.244 -0.384
H: 2.310 1.030 -1.579
H: 1.319 -0.441 -1.587
H: 1.309 1.720 0.609
H: 0.012 1.430 -0.541
H: 0.991 -0.682 1.481
H: -1.127 -1.820 1.000
H: -2.146 0.634 -0.518
H: -2.854 -0.989 -0.491
H: -1.424 -0.679 -1.490

Results of the Löwdin charge analysis, in e, for atoms 1 through 5:
1. C -0.10
2. C -0.21
3. C -0.30
4. O -0.01
5. C -0.30

=====

Computed, not measured: a single C22H23N5O2 molecule, with the ωB97M-V functional and the def2-TZVPD basis.

Summary:
ΔE to the lowest compared entry with this formula, charge and spin = 209.3 kJ/mol
multiplicity = 1
SMILES string = Cc1nc2ccccn2c1/C(O)=N\N=C1/C(=O)N(CCC(C)C)c2ccccc21
frontier orbital gap = 7.60 eV

Geometry (Å):
C: -2.043 2.635 3.096
C: -0.624 2.656 2.672
N: 0.347 2.070 3.385
C: 1.470 2.217 2.698
C: 2.768 1.791 2.996
C: 3.778 2.071 2.117
C: 3.511 2.804 0.944
C: 2.246 3.225 0.663
N: 1.236 2.905 1.505
C: -0.104 3.192 1.489
C: -0.838 3.711 0.354
O: -1.855 4.539 0.636
N: -0.591 3.432 -0.868
N: 0.329 2.658 -1.365
C: 0.318 1.377 -1.278
C: -0.636 0.503 -0.527
N: -0.157 -0.778 -0.648
C: 0.989 -0.808 -1.428
C: 1.780 -1.883 -1.783
C: 2.898 -1.633 -2.570
C: 3.219 -0.350 -2.987
C: 2.428 0.732 -2.627
C: 1.311 0.496 -1.849
H: 2.667 1.735 -2.944
H: 4.095 -0.193 -3.598
H: 3.528 -2.460 -2.862
H: 1.548 -2.887 -1.464
C: -0.818 -1.924 -0.077
H: -1.475 -1.539 0.707
C: -1.629 -2.685 -1.130
H: -2.446 -2.047 -1.474
H: -0.981 -2.885 -1.988
C: -2.196 -4.010 -0.613
C: -3.226 -3.788 0.493
H: -3.663 -4.737 0.795
H: -4.025 -3.140 0.139
H: -2.773 -3.331 1.368
C: -2.828 -4.784 -1.769
H: -3.212 -5.740 -1.422
H: -2.098 -4.972 -2.553
H: -3.652 -4.218 -2.196
H: -1.370 -4.606 -0.206
H: -0.067 -2.579 0.375
O: -1.633 0.818 0.094
H: -2.375 4.688 -0.166
H: 2.005 3.804 -0.214
H: 4.311 3.046 0.265
H: 4.787 1.748 2.321
H: 2.930 1.254 3.916
H: -2.112 2.228 4.100
H: -2.607 2.005 2.409
H: -2.466 3.636 3.067

Results of the Löwdin charge analysis, in e, for atoms 1 through 5:
1. C -0.02
2. C -0.27
3. N 0.16
4. C -0.27
5. C 0.00

=====

Which formula does entry 3 have?
C22H23N5O2

=====

ΔE to the lowest compared entry with this formula, charge and spin of number 2 (C5H10O)?
109.1 kJ/mol

=====

What did the second record say?
Computed, not measured: a single C5H10O molecule, with the ωB97M-V functional and the def2-TZVPD basis.

Summary:
ΔE to the lowest compared entry with this formula, charge and spin = 109.1 kJ/mol
multiplicity = 1
SMILES string = CC[C@H]1O[C@H]1C
frontier orbital gap = 11.20 eV

Geometry (Å):
C: 1.818 0.290 -0.941
C: 0.817 0.940 0.015
C: 0.238 -0.115 0.925
O: -0.928 0.175 1.680
C: -1.028 -0.795 0.636
C: -1.910 -0.436 -0.537
H: 2.597 -0.244 -0.384
H: 2.310 1.030 -1.579
H: 1.319 -0.441 -1.587
H: 1.309 1.720 0.609
H: 0.012 1.430 -0.541
H: 0.991 -0.682 1.481
H: -1.127 -1.820 1.000
H: -2.146 0.634 -0.518
H: -2.854 -0.989 -0.491
H: -1.424 -0.679 -1.490

Results of the Löwdin charge analysis, in e, for atoms 1 through 5:
1. C -0.10
2. C -0.21
3. C -0.30
4. O -0.01
5. C -0.30